Below is a structure of composition C14H26Hg2O12S3 at a distorted geometry, with properties calculated with ωB97M-V/def2-TZVPD.

Geometry as XYZ:
```
57
Properties=species:S:1:pos:R:3:forces:R:3
Hg -1.13562 5.22970 -3.12891 0.05 -0.02 0.17
Hg -1.97983 5.65858 4.10248 0.08 0.02 -0.14
S 5.38719 -1.90376 -0.29021 1.51 -3.62 -0.82
S -3.35315 -0.38087 -4.03977 1.62 0.79 -1.54
S -3.22899 -0.35800 4.20113 -1.11 -1.25 1.16
O 0.73086 3.43098 1.64937 -0.50 2.56 1.76
O 0.96908 1.26831 1.18693 0.02 1.18 0.16
O 6.04741 -2.83658 -1.28173 -1.56 2.75 2.47
O -4.45850 -0.57033 -3.15694 -0.35 0.20 1.16
O -2.70732 0.97136 4.19362 0.27 1.07 -0.49
O 0.98417 2.82250 -0.36285 0.03 1.08 -1.16
O -0.35010 10.36711 0.03145 -0.46 -0.86 2.61
O 4.03300 -1.46674 -0.51596 -0.30 0.28 0.02
O -2.61668 0.90249 -4.14263 -0.93 -1.44 0.60
O -0.93598 8.59049 1.49401 0.51 0.90 -1.25
O -0.60911 8.37976 -0.62688 -0.34 -2.18 0.26
O -4.32719 -0.70009 5.09992 0.41 0.49 -1.23
C -2.16031 -2.69447 3.61031 -0.16 -0.01 0.20
C -2.37370 -2.70389 -5.04752 -1.35 0.99 1.52
C -0.62727 9.10794 0.39043 -0.20 1.10 -0.53
C 5.74403 -1.50790 2.33041 -2.07 0.23 -1.41
C -3.51852 -2.53901 2.87068 0.72 -0.13 -1.02
C 6.42191 -0.45459 0.11214 0.41 -1.10 0.84
C 0.90417 2.56062 0.84750 -0.03 -3.47 -0.41
C -3.97116 -0.81259 -5.70190 0.42 -0.37 1.63
C 5.49116 -2.71467 1.41103 2.02 0.06 0.62
C -3.63671 -1.06043 2.49153 -1.06 0.34 2.39
C -1.95760 -1.53320 4.65021 0.59 -0.08 -1.19
C -2.09499 -1.74170 -3.88621 -0.15 1.50 0.08
C -3.05584 -1.93072 -6.17623 0.59 0.22 -2.09
C 6.77682 -0.59775 1.62202 -0.82 -0.71 0.63
H -3.91566 0.13204 -6.24291 -0.42 -0.40 -0.26
H -4.94427 -1.15970 -5.35451 -0.31 0.21 -0.84
H -1.04558 -0.97903 4.42836 0.16 -0.20 0.05
H 7.33444 -0.73921 -0.41170 -0.17 0.92 -0.59
H -1.52067 -3.35736 -5.23030 -0.26 0.15 -0.44
H -2.22839 -2.15741 -2.88746 0.14 -0.07 -0.14
H -1.35719 -2.57018 2.88392 -0.01 -0.12 -0.07
H 4.73251 -1.11085 2.24511 -0.01 1.30 0.51
H -3.55379 -3.03760 1.90204 0.60 -0.42 -0.10
H -1.22396 -1.08829 -3.93573 0.46 -0.59 -0.10
H 1.31695 0.92008 0.36272 0.35 -1.34 -0.42
H -0.10371 10.18789 -0.87892 0.43 0.84 -1.08
H -2.40642 -1.46767 -6.91915 0.71 -0.04 0.36
H -4.35012 -3.03402 3.37218 -0.10 0.85 0.48
H -3.21513 -3.24517 -4.61497 0.25 -0.95 -0.18
H -4.66483 -0.70374 2.42951 -0.02 -0.08 -0.49
H -3.00450 -0.66074 1.69864 0.16 -0.18 0.30
H 6.42588 -3.26597 1.51331 0.02 -0.50 -1.04
H 7.74262 -1.10214 1.65212 0.08 0.18 0.25
H 6.81087 0.30885 2.22618 0.27 0.32 -0.62
H -3.59325 -2.62349 -6.82381 -0.35 -0.14 0.27
H 5.87228 -1.67471 3.39991 0.53 -0.43 -0.26
H -2.05896 -3.69320 4.03502 -0.03 0.19 0.18
H 5.85796 0.42587 -0.19580 0.39 -0.09 -0.10
H 4.69120 -3.40481 1.67909 -0.32 0.48 -0.45
H -1.98967 -1.68209 5.72952 -0.40 -0.41 -0.23
```
Positions in Å, forces in eV/Å.

## Properties
Total charge: +2
Gap between HOMO and LUMO: 1.8 eV
DFT total energy: -80333.44461 eV
Energy relative to the best compared isomer or geometry (same formula, charge and spin): 1134.9 kJ/mol
Multiplicity: 1
HOMO: -13.83 eV

Below is the ion C6H10N with charge +1 at a distorted geometry, with properties calculated with ωB97M-V/def2-TZVPD.

Geometry as XYZ:
```
17
Properties=species:S:1:pos:R:3:forces:R:3
N -0.30269 -0.65921 0.02429 0.75 0.51 0.05
C -1.62340 1.44613 0.02394 -0.25 -0.01 -0.14
C 0.95052 1.23141 0.01012 -0.06 0.46 -0.08
C 1.93104 0.41303 0.02547 -0.55 0.30 -0.04
C -0.39756 0.60977 0.03418 -0.08 -0.78 -0.02
C -1.45655 -1.49276 0.02116 -0.54 -0.42 -0.02
C 3.00823 -0.46544 0.02408 0.87 -0.42 0.27
H -1.90106 -1.51558 1.01915 -0.04 -0.05 0.03
H -2.09409 1.36930 -0.95981 -0.03 0.08 0.01
H -1.14647 -2.50311 -0.23949 -0.16 0.02 0.02
H 3.77932 -0.10547 -0.67151 -0.03 0.07 -0.05
H 3.43101 -0.65704 1.01326 -0.08 0.03 -0.07
H 2.67073 -1.41011 -0.42415 -0.18 0.00 -0.08
H 1.05730 2.30767 -0.04889 0.38 0.13 0.04
H -1.41432 2.48846 0.22814 0.01 0.15 0.02
H -2.22016 -1.15203 -0.68295 0.00 -0.02 -0.01
H -2.34291 1.07915 0.75285 -0.02 -0.02 0.08
```
Positions in Å, forces in eV/Å.

## Properties
Total charge: +1
Gap between HOMO and LUMO: 8.1 eV
DFT total energy: -7863.98056 eV
Energy relative to the best compared isomer or geometry (same formula, charge and spin): 228.4 kJ/mol
Multiplicity: 1
HOMO: -14.28 eV